Record 1
{"formula": "C21H50O10P2", "method": "ωB97M-V with the def2-TZVPD basis set", "orbital_gap_ev": 9.2, "smiles": "CCOP(=O)(OCC)OCC.CCOP(=O)(OCC)OCC.CCCCCCOCCOC", "de_lowest_ev": 0.0000, "species": ["C", "C", "O", "P", "O", "O", "C", "C", "O", "C", "C", "H", "H", "H", "H", "H", "H", "H", "H", "H", "H", "H", "H", "H", "H", "H", "C", "C", "O", "P", "O", "O", "C", "C", "O", "C", "C", "H", "H", "H", "H", "H", "H", "H", "H", "H", "H", "H", "H", "H", "H", "H", "C", "C", "C", "C", "C", "C", "O", "C", "C", "O", "C", "H", "H", "H", "H", "H", "H", "H", "H", "H", "H", "H", "H", "H", "H", "H", "H", "H", "H", "H", "H"], "xyz": [[-4.061, 3.419, 0.006], [-5.005, 3.182, -1.162], [-5.420, 1.820, -1.243], [-6.568, 1.286, -0.190], [-7.684, 2.256, -0.455], [-7.182, -0.018, -0.991], [-8.591, -0.147, -1.195], [-8.979, 0.326, -2.584], [-5.554, 0.297, 0.644], [-4.670, -0.615, -0.036], [-3.264, -0.084, -0.153], [-4.461, 3.001, 0.933], [-3.890, 4.487, 0.147], [-3.097, 2.943, -0.174], [-5.873, 3.841, -1.086], [-4.502, 3.420, -2.100], [-9.145, 0.389, -0.426], [-8.837, -1.205, -1.085], [-8.505, 1.275, -2.835], [-10.061, 0.442, -2.666], [-8.651, -0.395, -3.335], [-5.051, -0.904, -1.013], [-4.646, -1.512, 0.582], [-3.163, 0.621, -0.979], [-2.566, -0.901, -0.348], [-2.964, 0.441, 0.755], [5.538, 4.855, 0.544], [4.422, 3.875, 0.220], [4.617, 3.244, -1.045], [5.729, 2.035, -1.155], [5.238, 1.089, -0.096], [5.205, 1.210, -2.481], [4.998, -0.203, -2.420], [3.533, -0.521, -2.190], [6.776, 2.885, -2.098], [6.324, 3.598, -3.259], [6.128, 5.076, -2.987], [6.521, 4.401, 0.401], [5.456, 5.198, 1.577], [5.486, 5.728, -0.106], [4.336, 3.125, 1.009], [3.468, 4.401, 0.171], [5.625, -0.653, -1.652], [5.320, -0.620, -3.377], [3.097, 0.098, -1.406], [3.404, -1.571, -1.919], [2.955, -0.325, -3.096], [5.422, 3.162, -3.682], [7.117, 3.476, -3.998], [5.171, 5.265, -2.502], [6.122, 5.638, -3.923], [6.909, 5.470, -2.336], [4.078, -3.881, 3.568], [4.155, -4.401, 2.099], [3.035, -3.823, 1.205], [2.922, -2.283, 1.251], [1.499, -1.750, 0.966], [0.526, -1.936, 2.145], [-0.739, -2.400, 1.647], [-1.798, -2.026, 2.523], [-2.872, -3.129, 2.567], [-3.377, -3.466, 1.276], [-4.227, -4.592, 1.353], [3.049, -3.647, 3.868], [4.491, -4.602, 4.284], [4.701, -2.976, 3.604], [5.152, -4.200, 1.681], [4.083, -5.500, 2.133], [2.063, -4.312, 1.366], [3.328, -4.079, 0.172], [3.260, -1.821, 2.187], [3.557, -1.879, 0.447], [1.063, -2.161, 0.046], [1.608, -0.664, 0.816], [0.882, -2.634, 2.922], [0.328, -0.956, 2.611], [-2.262, -1.076, 2.228], [-1.346, -1.975, 3.528], [-3.733, -2.711, 3.133], [-2.534, -4.011, 3.132], [-4.158, -5.108, 0.386], [-5.288, -4.306, 1.489], [-3.972, -5.294, 2.160]], "forces_ev_per_a": [[0.15, -0.08, -0.07], [0.05, 0.39, 0.03], [-0.18, -0.02, 0.75], [0.81, -3.10, -6.62], [0.79, 0.43, 3.71], [-0.02, 0.07, 0.69], [-0.14, 0.11, -0.33], [0.05, -0.09, -0.21], [-1.64, 2.43, 1.83], [0.60, -0.60, -0.19], [0.25, 0.49, -0.29], [-0.05, 0.11, 0.00], [-0.05, -0.01, 0.00], [-0.02, -0.02, 0.04], [-0.09, -0.13, 0.00], [-0.04, -0.15, -0.03], [0.07, 0.11, -0.05], [0.18, -0.01, 0.03], [-0.07, 0.08, 0.22], [0.01, -0.03, 0.00], [-0.04, -0.02, 0.02], [-0.23, 0.19, 0.07], [-0.23, 0.09, 0.10], [-0.11, 0.01, 0.03], [-0.09, -0.09, 0.17], [0.02, -0.14, 0.06], [-0.05, 0.13, -0.13], [-0.05, 0.12, 0.39], [0.76, -0.17, 0.15], [-5.85, 0.18, -4.47], [3.55, 0.89, 1.07], [0.69, 0.03, 0.23], [-0.36, -0.14, 0.07], [-0.21, 0.02, -0.15], [1.26, -1.18, 2.94], [-0.09, 0.61, -0.61], [-0.31, 0.15, 0.28], [-0.02, -0.03, 0.11], [0.01, -0.05, 0.00], [0.04, -0.02, 0.00], [0.03, -0.11, -0.12], [0.00, -0.07, -0.15], [-0.06, 0.08, 0.08], [0.03, 0.18, -0.04], [0.21, -0.06, 0.14], [-0.02, 0.00, -0.05], [0.02, -0.05, -0.01], [0.01, -0.17, 0.23], [0.10, -0.18, 0.17], [0.04, -0.08, 0.04], [0.14, -0.10, -0.04], [0.11, -0.03, -0.15], [0.57, 0.06, -0.68], [-0.55, -0.44, 0.84], [0.80, 0.12, -0.44], [-0.46, 0.09, -0.69], [0.40, 0.34, 0.51], [-0.59, 0.27, -0.57], [-0.05, 0.23, 0.15], [0.04, -1.39, -0.12], [-0.68, 0.96, 0.19], [0.71, -0.30, 0.77], [-0.60, -0.19, -0.65], [0.23, -0.01, -0.09], [-0.06, 0.13, -0.20], [-0.40, -0.09, 0.40], [-0.31, 0.18, 0.07], [-0.13, 0.29, -0.23], [0.24, 0.13, 0.33], [-0.38, -0.01, 0.20], [0.02, -0.33, -0.10], [0.06, 0.00, 0.42], [0.11, -0.10, 0.30], [-0.15, -0.30, -0.19], [0.08, 0.13, -0.24], [0.38, -0.26, 0.07], [0.30, -0.06, 0.07], [-0.63, 0.29, -0.01], [0.38, -0.11, 0.13], [0.18, 0.05, -0.44], [-0.01, 0.04, 0.31], [0.34, 0.08, 0.09], [0.19, 0.21, -0.19]]}

---

Record 2
{"formula": "C21H52AsBF6N2NaO3Sn", "method": "ωB97M-V with the def2-TZVPD basis set", "orbital_gap_ev": 1.7, "de_lowest_ev": 11.3450, "total_charge": 1, "species": ["Na", "Sn", "B", "H", "H", "H", "H", "As", "F", "F", "F", "F", "F", "F", "C", "C", "N", "C", "C", "C", "C", "H", "H", "H", "H", "H", "H", "H", "H", "H", "H", "H", "H", "H", "H", "H", "C", "C", "N", "C", "C", "C", "C", "H", "H", "H", "H", "H", "H", "H", "H", "H", "H", "H", "H", "H", "H", "H", "C", "C", "O", "C", "H", "H", "H", "H", "H", "H", "C", "C", "O", "C", "H", "H", "H", "H", "H", "H", "C", "C", "O", "C", "H", "H", "H", "H", "H", "H"], "xyz": [[2.317, -3.276, 3.495], [4.024, 3.321, -1.277], [4.422, -0.059, 2.390], [4.981, 0.864, 2.384], [4.430, -0.470, 1.392], [4.839, -0.792, 3.062], [3.444, 0.060, 2.831], [-1.201, -1.487, -0.986], [-2.733, -0.575, -1.302], [-2.114, -3.057, -1.000], [0.275, -2.403, -0.525], [-0.374, 0.128, -0.957], [-1.578, -1.326, 0.799], [-0.910, -1.616, -2.843], [-1.250, 4.941, -3.757], [-1.325, 5.946, -2.548], [-0.104, 6.670, -2.229], [0.226, 7.483, -3.415], [1.559, 8.287, -3.123], [-0.231, 7.505, -0.971], [-1.326, 8.673, -0.891], [-1.096, 5.527, -4.663], [-2.188, 4.388, -3.806], [-0.461, 4.197, -3.651], [-2.200, 6.590, -2.632], [-1.521, 5.350, -1.656], [0.350, 6.870, -4.307], [-0.569, 8.186, -3.665], [1.268, 9.122, -2.485], [2.420, 7.818, -2.648], [1.909, 8.822, -4.006], [0.738, 7.945, -0.733], [-0.501, 6.862, -0.133], [-1.242, 9.428, -1.673], [-1.270, 9.264, 0.023], [-2.365, 8.346, -0.894], [4.716, -8.968, 3.872], [4.146, -7.533, 3.982], [3.143, -7.156, 2.989], [1.880, -7.885, 3.262], [0.797, -7.661, 2.181], [3.582, -7.187, 1.601], [4.851, -6.372, 1.317], [3.945, -9.661, 4.209], [5.454, -9.224, 4.632], [5.018, -9.323, 2.887], [3.721, -7.420, 4.979], [4.910, -6.757, 3.935], [2.113, -8.945, 3.372], [1.402, -7.585, 4.195], [-0.020, -8.329, 2.454], [0.427, -6.637, 2.232], [1.134, -7.844, 1.161], [2.905, -6.772, 0.854], [3.709, -8.190, 1.193], [4.801, -5.517, 1.991], [5.064, -6.245, 0.255], [5.714, -7.008, 1.514], [-2.207, 2.998, 4.225], [-1.655, 2.208, 5.399], [-0.534, 2.487, 5.830], [-2.480, 1.094, 5.896], [-2.230, 2.317, 3.375], [-1.763, 3.974, 4.029], [-3.240, 3.216, 4.497], [-1.824, 0.501, 6.533], [-2.913, 0.489, 5.100], [-3.264, 1.555, 6.497], [3.680, -2.853, -5.694], [2.942, -1.619, -6.132], [3.008, -0.637, -5.490], [2.102, -1.781, -7.446], [4.644, -3.018, -6.175], [3.052, -3.710, -5.935], [3.924, -2.717, -4.641], [2.823, -2.217, -8.137], [1.668, -0.827, -7.745], [1.332, -2.547, -7.538], [-9.906, 1.744, -0.855], [-9.471, 2.635, 0.289], [-10.001, 3.715, 0.455], [-8.145, 2.325, 0.991], [-10.518, 0.863, -0.664], [-9.027, 1.412, -1.408], [-10.690, 2.326, -1.339], [-8.202, 1.391, 1.551], [-7.797, 3.142, 1.624], [-7.360, 2.226, 0.242]], "forces_ev_per_a": [[0.07, 0.07, -0.31], [-0.40, -0.54, 0.32], [-0.28, 1.55, -0.90], [1.83, 3.61, 0.00], [0.58, -2.07, -4.12], [1.67, -3.71, 2.53], [-3.94, 0.79, 2.16], [-1.93, -0.08, -0.44], [1.64, -1.08, 0.15], [1.19, 1.87, -0.14], [-0.99, 1.13, -0.73], [-0.21, -1.74, -0.02], [0.70, -0.12, -1.79], [-0.09, 0.14, 3.15], [-0.04, 1.23, 0.80], [-0.05, -2.18, 0.72], [-0.79, 1.52, -0.48], [2.71, 0.41, 0.88], [-1.42, 1.05, -0.54], [-1.04, 0.51, 0.00], [0.31, -0.26, -0.61], [-0.17, -0.44, -0.19], [-0.01, 0.20, -0.10], [0.16, 0.19, 0.13], [0.00, 0.38, -0.37], [-0.25, -0.17, 0.10], [0.07, -0.25, 0.34], [-0.16, 0.25, 0.17], [0.14, -0.01, 0.30], [-0.36, -0.62, -0.11], [0.03, -0.37, -0.30], [-0.05, -0.13, -0.20], [0.19, -0.44, -0.23], [0.20, -0.18, -0.28], [0.58, -0.37, 0.27], [0.12, -0.48, -0.23], [-0.81, -0.42, 0.67], [0.87, 0.00, -0.33], [-1.21, 0.58, 0.46], [-0.10, 0.21, -1.43], [0.44, -0.21, 0.73], [0.48, 0.07, -1.40], [0.46, -1.70, 0.70], [-0.42, -0.07, -0.35], [0.57, 0.63, -0.26], [0.22, 0.40, 0.02], [-0.27, -0.03, -0.03], [0.43, -0.28, -0.04], [-0.21, -0.27, -0.19], [0.52, 0.27, 0.28], [-0.15, 0.06, -0.35], [-0.03, 0.07, -0.05], [-0.14, -0.24, 0.19], [-0.93, 0.21, 0.84], [0.23, -0.56, 0.27], [0.54, 0.42, -0.59], [-0.85, 0.89, -0.03], [0.30, 0.26, 0.96], [-0.95, -0.15, 0.79], [2.66, 1.76, -1.07], [-1.57, -0.69, -0.07], [0.26, -0.38, 0.69], [0.04, 0.25, -0.25], [0.54, -0.45, 0.02], [-0.34, -0.08, -0.30], [-0.31, -0.17, 0.07], [-0.07, 0.14, 0.02], [-0.25, -0.27, 0.05], [0.18, -0.23, 0.08], [-1.06, -2.88, -2.01], [-0.03, 2.85, 1.11], [0.84, 0.16, 0.52], [-0.07, 0.25, -0.45], [0.14, -0.21, 0.44], [-0.35, -0.39, 0.06], [0.25, 0.64, -0.54], [0.33, -0.09, -0.19], [-0.21, -0.01, 1.06], [-1.01, -0.05, 0.40], [0.98, 0.88, -0.09], [-0.14, -0.65, 0.22], [-0.19, -0.03, -0.11], [0.50, -0.39, 0.92], [-0.29, 0.29, -0.42], [0.70, 0.32, -0.87], [0.07, -0.02, 0.01], [-0.52, -0.03, 0.17], [-0.09, -0.32, -0.23]]}